The following is a DFT calculation (ωB97M-V/def2-TZVPD) of an isolated molecule of C3H6N2O2 in a non-equilibrium geometry.

Each line ends with the Mulliken charge.
Atoms and positions in Å:
1 N 2.23298 0.38494 -0.05576  -0.61
2 C 0.73429 0.23581 0.34335  0.14
3 C 0.04511 -0.92225 -0.33117  -0.49
4 N -1.22819 -0.09950 0.15666  0.10
5 O -2.67715 -0.25016 -0.15243  -0.46
6 C -0.57007 1.17499 -0.07575  0.27
7 O -0.80667 2.32284 -0.21531  -0.49
8 H 2.84004 -0.31027 0.22258  0.24
9 H 2.14888 0.36898 -1.05378  0.28
10 H 0.52796 0.25070 1.63401  0.22
11 H -0.00288 -1.21823 -1.47819  0.24
12 H -0.00651 -1.95452 0.19714  0.20
13 H -3.23778 0.01667 0.80865  0.37

Results
Energy relative to the best compared isomer or geometry (same formula, charge and spin) ... 156.7 kcal/mol
Multiplicity ... 1
HOMO ... -9.460 eV